No. 1
{"formula": "C37H28ClO2P2Pd", "method": "ωB97M-V with the def2-TZVPD basis set", "elements": ["Pd", "O", "C", "O", "C", "C", "C", "C", "C", "C", "P", "C", "C", "C", "C", "C", "C", "C", "C", "C", "C", "C", "C", "H", "H", "H", "H", "H", "H", "H", "H", "H", "H", "H", "H", "H", "H", "Cl", "C", "C", "C", "C", "C", "C", "P", "C", "C", "C", "C", "C", "C", "C", "C", "C", "C", "C", "C", "H", "H", "H", "H", "H", "H", "H", "H", "H", "H", "H", "H", "H", "H"], "xyz": [[0.0360, -0.0216, -0.6357], [3.3265, 0.4832, -1.4319], [2.7642, 0.8526, -0.4297], [1.9849, 0.2767, 0.3716], [2.9444, 2.3686, -0.0502], [4.2073, 2.9112, -0.0020], [4.3208, 4.2577, 0.3375], [3.1893, 5.0070, 0.6096], [1.9265, 4.4503, 0.5404], [1.7931, 3.0980, 0.2076], [0.1136, 2.4011, -0.0004], [-0.4461, 3.0345, -1.6200], [-0.8142, 4.3652, -1.8140], [-1.1903, 4.7910, -3.0770], [-1.1939, 3.9070, -4.1473], [-0.8522, 2.5740, -3.9540], [-0.4706, 2.1436, -2.6975], [-0.9164, 3.1493, 1.2667], [-0.4129, 3.3380, 2.5621], [-1.2162, 3.9062, 3.5339], [-2.5354, 4.2390, 3.2439], [-3.0401, 4.0384, 1.9616], [-2.2508, 3.4656, 0.9814], [5.0851, 2.3286, -0.2363], [5.3042, 4.7065, 0.3600], [3.2891, 6.0532, 0.8658], [1.0450, 5.0418, 0.7463], [-0.8131, 5.0619, -0.9895], [-1.4748, 5.8212, -3.2283], [-1.4450, 4.2577, -5.1381], [-0.8756, 1.8818, -4.7822], [-0.1766, 1.0893, -2.5537], [0.5993, 3.0363, 2.7969], [-0.8189, 4.0897, 4.5208], [-3.1688, 4.6551, 4.0137], [-4.0489, 4.3438, 1.7271], [-2.6526, 3.2827, -0.0066], [-2.3556, -0.1630, -0.1285], [-2.8609, -1.7845, 0.2057], [-4.2032, -2.0115, 0.4447], [-4.6342, -3.3057, 0.7069], [-3.7283, -4.3567, 0.7312], [-2.3808, -4.1205, 0.5153], [-1.9276, -2.8289, 0.2303], [-0.1638, -2.5062, -0.0665], [-0.0330, -2.1876, -1.8679], [-1.0233, -2.5495, -2.7883], [-0.8463, -2.2633, -4.1314], [0.2609, -1.5292, -4.5594], [1.2433, -1.1432, -3.6547], [1.1300, -1.5050, -2.3157], [0.7505, -4.0296, 0.2469], [1.1537, -4.8197, -0.8351], [1.7539, -6.0396, -0.5782], [2.0237, -6.4355, 0.7271], [1.6454, -5.6326, 1.7985], [1.0258, -4.4169, 1.5621], [-4.9036, -1.1915, 0.4256], [-5.6826, -3.4858, 0.8903], [-4.0738, -5.3621, 0.9230], [-1.6721, -4.9343, 0.5526], [-1.8994, -3.0907, -2.4573], [-1.5732, -2.6138, -4.8500], [0.3717, -1.2879, -5.6064], [2.1200, -0.6011, -3.9809], [2.0027, -1.3996, -1.6665], [0.9606, -4.5044, -1.8503], [2.0040, -6.6855, -1.4073], [2.5403, -7.3666, 0.9104], [1.8504, -5.9420, 2.8122], [0.7669, -3.7637, 2.3842]], "forces_ev_per_angstrom": [[1.0, 0.0, 1.2], [-0.1, -1.2, -0.2], [2.3, 4.5, -1.4], [-3.4, -2.4, 0.8], [-0.2, -2.4, -0.4], [-0.1, 0.9, 0.0], [0.3, -0.5, -0.2], [-0.1, 0.4, 0.0], [-0.5, -0.2, 0.2], [0.0, -0.3, 0.4], [0.5, 2.1, 0.2], [-0.2, -1.0, 0.0], [-0.1, 0.0, 0.3], [0.1, 0.0, 0.0], [0.1, -0.1, 0.0], [0.0, 0.0, -0.1], [0.0, -0.1, 0.3], [0.3, -1.1, -0.4], [0.2, -0.1, 0.2], [0.2, -0.1, 0.0], [0.2, 0.0, -0.2], [-0.1, 0.0, -0.2], [-0.3, 0.1, 0.0], [0.0, -0.2, 0.0], [0.0, 0.1, 0.1], [0.0, 0.0, 0.0], [0.1, 0.2, 0.0], [0.0, 0.1, 0.1], [0.0, 0.1, 0.0], [-0.1, 0.0, 0.0], [0.0, 0.0, -0.1], [0.0, 0.3, -0.2], [0.1, 0.1, 0.0], [0.0, -0.1, 0.1], [0.0, 0.1, 0.0], [-0.1, -0.1, 0.0], [-0.1, 0.1, 0.0], [-0.3, 0.8, -0.1], [-0.2, -0.6, 0.1], [0.3, 0.3, -0.2], [0.1, -0.1, 0.0], [0.1, 0.0, -0.1], [0.1, -0.2, 0.2], [0.8, 0.9, 0.5], [-1.1, -1.5, -2.7], [0.5, 0.4, 1.2], [-0.6, 0.2, -0.4], [-0.3, -0.3, 0.6], [0.5, 0.3, 0.2], [-0.1, 0.0, -0.1], [0.6, -0.5, 0.0], [0.1, 1.3, 0.6], [0.3, -0.1, -0.5], [-0.2, 0.2, -0.3], [0.0, 0.1, 0.1], [-0.2, 0.3, 0.1], [0.1, -0.2, 0.5], [-0.1, 0.1, 0.0], [-0.1, 0.0, 0.0], [0.0, -0.1, 0.0], [0.0, -0.1, 0.0], [-0.1, 0.0, 0.0], [0.0, 0.0, 0.0], [0.0, 0.0, -0.1], [0.1, 0.0, 0.0], [-0.2, 0.3, -0.1], [0.0, -0.1, 0.0], [0.1, 0.0, 0.0], [0.0, -0.1, 0.0], [0.0, 0.0, 0.1], [0.0, -0.1, 0.1]], "homo_lumo_gap_ev": [3.679, 3.812], "e_homo_ev": [-16.46, -16.45], "charge": 3, "lumo_ha": [-0.470, -0.465]}


No. 2
{"formula": "C37H28N2O2P2RuS2", "method": "ωB97M-V with the def2-TZVPD basis set", "elements": ["Ru", "O", "S", "C", "C", "C", "C", "C", "C", "P", "C", "C", "C", "C", "C", "C", "C", "C", "C", "C", "C", "C", "C", "C", "C", "C", "C", "C", "P", "C", "C", "C", "C", "C", "C", "C", "C", "C", "C", "C", "C", "H", "H", "H", "H", "H", "H", "H", "H", "H", "H", "H", "H", "H", "H", "H", "H", "H", "H", "H", "H", "H", "H", "H", "H", "H", "H", "H", "H", "O", "N", "S", "C", "N"], "xyz": [[0.0171, 0.4162, 0.3210], [-1.8616, 0.0605, -0.4380], [-1.7520, -1.2127, -1.2846], [0.0457, -1.2657, -1.6622], [0.6098, -2.5383, -1.7969], [1.7301, -2.7248, -2.5896], [2.2596, -1.6604, -3.3109], [1.7343, -0.3830, -3.1646], [0.6340, -0.1584, -2.3372], [0.0681, 1.5661, -2.0279], [-0.7033, 2.2076, -3.5121], [-0.0645, 3.2329, -4.2354], [-0.6381, 3.6756, -5.4108], [-1.8506, 3.1501, -5.8493], [-2.4847, 2.1363, -5.1278], [-1.9250, 1.6765, -3.9542], [1.4482, 2.6327, -1.6077], [1.0770, 3.9548, -1.2684], [2.0504, 4.9064, -1.0455], [3.3942, 4.5407, -1.1150], [3.7637, 3.2238, -1.4148], [2.8024, 2.2599, -1.6358], [-2.0540, -2.5007, -0.0762], [-2.8602, -3.5352, -0.5298], [-3.4136, -4.4326, 0.3797], [-3.2163, -4.2438, 1.7371], [-2.4105, -3.2046, 2.1903], [-1.7963, -2.3266, 1.2939], [-0.5594, -1.1425, 1.9468], [-1.2804, -0.0234, 3.1681], [-1.7945, 1.2416, 2.5465], [-2.1846, 2.3215, 3.5014], [-2.1965, 2.0948, 4.8395], [-1.7699, 0.8606, 5.3702], [-1.3030, -0.1670, 4.5323], [0.6805, -2.2900, 2.6459], [1.8540, -2.4925, 1.8914], [2.7581, -3.4488, 2.2843], [2.5001, -4.2399, 3.4443], [1.3350, -4.0405, 4.2013], [0.4436, -3.0709, 3.8250], [0.1466, -3.3884, -1.3083], [2.1542, -3.7155, -2.6900], [3.0752, -1.8291, -4.0028], [2.1591, 0.4460, -3.7171], [0.8829, 3.6378, -3.9106], [-0.1280, 4.4314, -5.9934], [-2.3115, 3.5364, -6.7489], [-3.4239, 1.7285, -5.4754], [-2.4460, 0.9274, -3.3690], [0.0290, 4.2235, -1.2029], [1.7715, 5.9266, -0.8197], [4.1611, 5.2820, -0.9282], [4.8103, 2.9587, -1.4951], [3.0981, 1.2486, -1.8754], [-3.0873, -3.6228, -1.5866], [-4.0363, -5.2438, 0.0257], [-3.6970, -4.9006, 2.4506], [-2.2874, -3.0591, 3.2551], [-2.7255, 1.0058, 1.9856], [-2.4796, 3.2741, 3.0815], [-2.5168, 2.8808, 5.5105], [-1.7609, 0.7087, 6.4408], [-0.9398, -1.0725, 4.9999], [2.0384, -1.8965, 1.0088], [3.6707, -3.6070, 1.7229], [3.2163, -4.9944, 3.7530], [1.1404, -4.6418, 5.0802], [-0.4286, -2.9052, 4.4391], [-1.1330, 2.7222, 0.8690], [-0.9182, 1.6895, 1.4251], [4.2501, 1.4163, 2.0107], [2.8413, 1.0336, 1.4002], [1.7882, 0.7429, 0.9405]], "forces_ev_per_angstrom": [[-0.9, -0.4, 0.6], [-0.3, 0.3, -0.2], [0.3, -0.6, 0.3], [-0.4, 0.0, -0.2], [0.0, 0.0, 0.1], [0.0, -0.1, 0.1], [0.0, 0.1, 0.0], [0.0, -0.1, 0.1], [-0.3, 0.2, 0.2], [0.9, 0.2, -1.0], [-0.1, 0.0, 0.6], [-0.1, 0.0, -0.1], [0.1, 0.1, 0.0], [0.0, 0.0, 0.1], [0.0, 0.0, 0.1], [-0.2, -0.1, 0.0], [-0.3, -0.4, -0.1], [0.0, 0.1, 0.0], [0.0, 0.0, 0.0], [0.0, 0.1, 0.0], [0.0, -0.2, 0.0], [0.1, 0.2, 0.0], [0.0, 0.0, -0.3], [0.1, 0.2, -0.1], [0.0, -0.1, 0.1], [-0.1, -0.1, 0.0], [0.1, 0.2, -0.2], [0.4, -0.2, 0.3], [-0.7, 1.1, -0.5], [0.6, -0.4, 0.0], [-0.8, -0.1, 0.7], [0.3, 0.1, 0.2], [0.0, 0.1, -0.3], [0.0, -0.2, 0.2], [0.0, 0.1, -0.1], [0.1, 0.1, -0.3], [0.1, -0.2, 0.1], [0.0, 0.4, -0.4], [0.0, -0.3, 0.3], [-0.4, 0.2, 0.2], [0.3, -0.4, 0.4], [0.0, 0.0, -0.1], [0.0, 0.0, 0.0], [0.0, 0.0, 0.0], [0.0, -0.1, 0.0], [0.0, 0.0, 0.0], [-0.1, 0.0, 0.0], [0.0, 0.0, 0.0], [0.0, 0.0, 0.0], [0.0, 0.0, 0.0], [0.0, 0.0, 0.0], [0.0, 0.0, 0.0], [0.0, 0.0, 0.0], [0.0, 0.1, 0.0], [0.0, 0.0, 0.1], [0.0, 0.0, 0.0], [0.0, 0.0, 0.0], [0.0, 0.0, 0.0], [0.0, 0.0, 0.0], [0.2, 0.0, -0.2], [-0.1, 0.0, 0.0], [0.0, 0.0, 0.0], [0.0, 0.0, 0.0], [0.0, 0.1, 0.0], [0.0, 0.0, 0.0], [0.0, -0.1, 0.0], [0.0, 0.0, 0.0], [0.1, 0.0, 0.0], [-0.1, 0.0, -0.1], [-0.1, 0.3, 1.0], [0.2, -0.4, -1.6], [0.3, 0.1, 0.1], [-0.4, -0.1, -0.1], [1.2, 0.2, 0.5]], "homo_lumo_gap_ev": [5.858, 3.561], "e_homo_ev": [-17.81, -18.86], "charge": 4, "spin_multiplicity": 5, "lumo_ha": [-0.439, -0.562]}


No. 3
{"formula": "C37H30AsHgN8O2S4", "method": "ωB97M-V with the def2-TZVPD basis set", "elements": ["Hg", "N", "C", "N", "C", "N", "N", "C", "C", "C", "C", "C", "C", "N", "C", "C", "C", "C", "C", "C", "H", "H", "H", "H", "H", "H", "H", "H", "H", "H", "H", "C", "O", "C", "N", "C", "C", "C", "C", "C", "C", "C", "C", "C", "C", "C", "C", "N", "C", "N", "C", "C", "O", "C", "C", "C", "C", "C", "C", "H", "H", "H", "H", "H", "H", "H", "H", "H", "H", "H", "H", "H", "H", "H", "H", "H", "H", "H", "S", "As", "S", "S", "S"], "xyz": [[-0.4744, 0.6712, -0.3762], [-4.7778, 1.0820, 0.0879], [-3.6617, 0.6413, -0.5556], [-2.8817, -0.2744, -0.1181], [-3.1053, -0.7783, 1.1636], [-2.1546, -1.3277, 1.8544], [-0.9369, -1.1350, 1.3136], [0.0646, -1.7250, 1.9374], [1.3826, -1.5527, 1.4829], [2.4681, -2.2470, 2.0910], [3.7278, -2.1337, 1.5771], [3.9388, -1.3125, 0.4473], [2.8442, -0.6304, -0.0576], [1.6078, -0.7148, 0.4167], [-4.4229, -0.5778, 1.7739], [-4.8613, -1.2393, 2.9191], [-6.0879, -0.9381, 3.4878], [-6.8941, 0.0437, 2.9192], [-6.4726, 0.7213, 1.7868], [-5.2390, 0.4195, 1.2161], [-5.0935, 2.0111, -0.1568], [-3.4295, 1.1411, -1.4913], [-0.1342, -2.3732, 2.7899], [2.2663, -2.8709, 2.9546], [4.5549, -2.6700, 2.0305], [4.9187, -1.1796, 0.0097], [2.9704, 0.0409, -0.8993], [-4.1981, -1.9734, 3.3574], [-6.4111, -1.4526, 4.3847], [-7.8526, 0.2867, 3.3621], [-7.0899, 1.4905, 1.3378], [-0.8888, -3.5140, -3.1331], [-0.0390, -2.6208, -3.8811], [0.2040, -1.5676, -3.0426], [-0.3180, -1.5919, -1.8919], [-1.0495, -2.8349, -1.7429], [-0.4909, -3.6546, -0.6050], [0.8827, -3.7444, -0.4068], [1.3941, -4.5425, 0.6043], [0.5359, -5.2581, 1.4291], [-0.8361, -5.1616, 1.2436], [-1.3456, -4.3610, 0.2310], [0.9755, -0.4349, -3.6008], [1.1809, -0.2810, -4.9670], [1.7496, 0.9067, -5.4047], [2.0727, 1.8894, -4.4811], [1.8522, 1.6177, -3.1359], [1.3429, 0.4719, -2.7140], [2.0637, 2.6190, -2.0718], [1.7839, 2.4238, -0.8617], [1.9489, 3.6904, -0.1621], [2.5460, 4.6239, -1.2389], [2.5317, 3.8366, -2.4529], [2.7506, 3.5678, 1.1059], [3.2299, 4.7141, 1.7363], [3.9581, 4.6238, 2.9138], [4.2124, 3.3815, 3.4810], [3.7209, 2.2376, 2.8678], [2.9933, 2.3284, 1.6889], [-1.8330, -3.6158, -3.6691], [-0.3975, -4.4843, -3.0647], [-2.0906, -2.5919, -1.5227], [1.5527, -3.1469, -1.0160], [2.4646, -4.5786, 0.7660], [0.9354, -5.8673, 2.2309], [-1.5126, -5.6940, 1.9011], [-2.4173, -4.2530, 0.1076], [0.8543, -1.0492, -5.6533], [1.8951, 1.0857, -6.4626], [2.4765, 2.8469, -4.7755], [0.9339, 4.0352, 0.0908], [1.9321, 5.5095, -1.3994], [3.5816, 4.9062, -1.0283], [3.0172, 5.6888, 1.3102], [4.3224, 5.5253, 3.3936], [4.7795, 3.3091, 4.4020], [3.8962, 1.2615, 3.3049], [2.5953, 1.4380, 1.2209], [-1.1056, 5.2819, -1.3538], [-2.1380, 3.4602, -0.9420], [-1.4844, 2.5512, 0.9917], [-1.5157, 1.8809, -2.3905], [-4.2692, 3.6919, -0.9964]], "forces_ev_per_angstrom": [[0.5, -0.5, 0.3], [0.0, -1.7, 0.6], [-1.3, 0.2, 0.4], [-0.1, -0.7, 0.1], [-0.2, 0.2, -0.1], [0.0, 0.2, 0.2], [0.4, -0.3, -0.1], [0.0, 0.1, 0.0], [-0.1, 0.2, 0.2], [0.2, 0.3, 0.1], [-0.1, 0.0, 0.1], [0.0, 0.0, -0.1], [0.0, -0.1, -0.1], [0.0, 0.2, 0.0], [-0.1, 0.0, 0.0], [0.0, 0.0, -0.1], [0.0, 0.0, 0.1], [0.0, 0.1, -0.1], [-0.1, 0.0, 0.1], [0.4, 0.0, -0.3], [0.0, 0.5, -0.3], [-0.2, -0.2, 0.1], [0.0, 0.0, 0.0], [0.0, 0.0, 0.0], [0.0, 0.0, 0.0], [0.0, 0.0, 0.0], [0.0, 0.1, 0.0], [0.0, 0.0, 0.0], [0.0, 0.0, 0.0], [0.0, 0.0, 0.0], [0.0, 0.0, 0.0], [-0.1, 0.0, 0.1], [0.1, 0.0, 0.0], [-0.3, -0.2, 0.1], [0.4, 0.3, -0.5], [0.0, -0.1, 0.0], [0.0, -0.2, -0.1], [-0.1, -0.1, -0.1], [0.0, -0.4, -0.1], [0.1, 0.0, -0.1], [-0.1, 0.0, 0.0], [0.0, -0.1, 0.0], [0.0, 0.0, -0.1], [-0.1, 0.1, 0.0], [0.0, 0.0, 0.1], [0.1, -0.1, 0.0], [0.0, 0.0, -0.1], [-0.1, 0.0, 0.1], [0.1, 0.2, -0.1], [0.0, -0.2, 0.2], [-0.2, 0.2, 0.0], [0.1, 0.2, 0.1], [-0.1, -0.1, 0.0], [0.0, 0.0, 0.0], [0.0, 0.0, 0.0], [0.0, 0.0, 0.0], [0.0, 0.0, 0.0], [0.0, 0.0, 0.0], [0.0, 0.0, 0.0], [0.0, 0.0, 0.0], [0.0, 0.0, 0.0], [0.0, 0.0, 0.0], [0.0, 0.0, 0.0], [-0.1, 0.0, 0.0], [0.0, 0.0, 0.0], [0.0, 0.0, 0.0], [0.0, 0.0, 0.0], [0.0, 0.0, 0.0], [0.0, 0.0, 0.0], [0.0, 0.0, 0.0], [0.1, 0.0, 0.0], [0.0, -0.1, 0.0], [0.0, 0.0, 0.0], [0.0, 0.0, 0.0], [0.0, 0.0, 0.0], [0.0, 0.0, 0.0], [0.0, 0.0, 0.0], [0.0, 0.1, 0.0], [0.0, -0.1, 0.0], [0.3, 0.3, 0.1], [-0.1, 0.5, -0.1], [0.5, 0.4, -0.4], [0.0, 1.0, -0.4]], "homo_lumo_gap_ev": [4.222, 5.819], "e_homo_ev": [-0.05, -1.66], "charge": -2, "spin_multiplicity": 2, "lumo_ha": [0.153, 0.153]}